Formula: C19H30Br2GeN3OZr
Source: the Open Molecules 2025 dataset
Level of theory: ωB97M-V/def2-TZVPD

CARTESIAN COORDINATES (ANGSTROEM)
Zr1 0.301 -0.469 1.381
Br1 1.050 0.293 3.706
C1 -1.024 -2.019 2.554
Br2 -2.706 -0.951 2.457
H1 -0.876 -2.168 3.620
H2 -1.289 -2.946 2.049
C2 4.529 -0.862 -0.076
C3 3.188 -0.217 -0.188
O1 2.448 -0.112 0.808
N1 2.795 0.241 -1.376
C4 1.457 0.775 -1.597
C5 1.143 1.995 -0.765
C6 1.451 3.261 -1.228
C7 1.140 4.365 -0.449
C8 0.535 4.161 0.778
C9 0.259 2.865 1.173
N2 0.541 1.797 0.418
H3 4.360 -1.939 -0.007
H4 5.007 -0.532 0.844
H5 5.172 -0.658 -0.929
H6 3.404 0.112 -2.167
H7 0.721 -0.007 -1.405
H8 1.379 1.027 -2.653
H9 1.924 3.379 -2.194
H10 1.367 5.364 -0.796
H11 0.283 4.985 1.430
H12 -0.181 2.668 2.142
C10 -4.134 2.533 0.801
Ge1 -3.110 1.105 -0.057
C11 -2.136 1.851 -1.583
C12 -4.281 -0.351 -0.623
C13 -1.831 0.443 1.331
H13 -4.849 2.974 0.106
H14 -3.473 3.328 1.151
H15 -4.690 2.152 1.658
H16 -2.871 2.137 -2.338
H17 -1.453 1.136 -2.041
H18 -1.582 2.748 -1.304
H19 -4.899 -0.003 -1.452
H20 -4.949 -0.661 0.181
H21 -3.725 -1.224 -0.961
H22 -1.741 1.252 2.064
C14 -0.987 -1.765 -1.813
C15 0.069 -2.554 -1.105
C16 0.616 -3.757 -1.453
C17 1.549 -4.103 -0.437
C18 1.525 -3.106 0.498
C19 2.186 -3.087 1.841
N3 0.626 -2.121 0.094
H23 -1.762 -2.422 -2.207
H24 -0.606 -1.189 -2.662
H25 -1.479 -1.067 -1.131
H26 0.369 -4.333 -2.330
H27 2.136 -5.007 -0.374
H28 2.881 -3.923 1.909
H29 1.467 -3.215 2.657
H30 2.757 -2.178 2.049

Cartesian forces (eV/Å) of the 2 atoms listed first:
0.1 0.3 0.1
0.0 0.0 -0.1

Total charge = +1
Electronic energy = -224585.282 eV
Lowest unoccupied orbital energy = -3.1643 eV
E_HOMO = -10.27 eV

Atom charges from the Löwdin analysis, given in e for atoms 1 to 2: 1.30, 0.12